No. 1
# C23H45Br3Cl4N4O6PS

A molecular structure, C23H45Br3Cl4N4O6PS (the ωB97M-V functional and the def2-TZVPD basis, the Open Molecules 2025 dataset).

The geometry in ORCA input format:
```
! RIJCOSX wB97M-V def2-TZVPD def2/J DEFGRID3
* xyz 1 1
C -0.538 -2.613 -1.763
C -0.391 -1.243 -1.099
C -0.918 -1.299 0.327
O -0.468 -0.229 1.175
C 0.837 -0.367 1.597
N 1.437 0.972 1.814
C 2.237 0.976 2.945
N 1.856 1.689 4.059
P 0.294 2.450 4.227
O -0.833 1.357 3.987
O 0.209 3.355 2.943
S 0.270 3.283 5.941
N 3.364 0.331 3.035
C 4.195 0.298 4.250
C 5.011 1.579 4.467
C 4.640 2.361 5.740
O 5.755 2.996 6.304
C 6.317 4.015 5.491
O 3.710 -0.461 1.960
C 5.087 -0.337 1.524
C 5.413 0.935 0.776
C 2.024 1.620 0.625
Cl 0.707 2.067 -0.494
C 2.819 2.865 0.963
C 3.500 3.469 -0.274
H 0.232 -3.298 -1.400
H -0.360 -2.506 -2.833
H -1.530 -3.027 -1.590
H 0.668 -0.969 -1.101
H -0.956 -0.499 -1.660
H -2.002 -1.192 0.309
H -0.697 -2.267 0.796
H 0.873 -0.885 2.570
H 1.455 -0.948 0.901
H 1.933 1.140 4.914
H -0.875 0.698 4.696
H -0.710 3.553 2.696
H 3.569 0.039 5.106
H 4.857 -0.550 4.108
H 4.860 2.229 3.601
H 6.074 1.340 4.493
H 4.209 1.709 6.505
H 3.878 3.113 5.495
H 5.599 4.392 4.755
H 7.205 3.658 4.961
H 6.607 4.845 6.134
H 5.777 -0.497 2.353
H 5.198 -1.199 0.870
H 6.377 0.775 0.287
H 5.525 1.805 1.424
H 4.691 1.124 -0.018
H 2.633 0.901 0.071
H 3.596 2.632 1.699
H 2.160 3.612 1.397
H 3.720 2.700 -1.018
H 2.834 4.178 -0.762
H 4.425 3.970 0.000
N -3.643 -1.259 -2.149
C -3.930 -0.022 -2.553
C -5.004 0.289 -3.370
C -5.830 -0.740 -3.798
C -5.542 -2.032 -3.388
C -4.444 -2.237 -2.567
H -3.263 0.760 -2.202
H -5.188 1.313 -3.664
H -6.679 -0.549 -4.441
H -6.157 -2.866 -3.697
H -4.194 -3.236 -2.226
C 8.613 1.166 6.404
Cl 8.966 1.423 4.686
Cl 7.360 -0.063 6.590
Cl 10.063 0.730 7.284
H 8.222 2.091 6.808
C -8.661 -2.928 -6.338
Br -8.229 -1.067 -6.539
Br -7.191 -4.054 -6.855
Br -9.262 -3.322 -4.556
H -9.483 -3.125 -7.016
C -10.060 -4.838 -10.357
C -10.788 -4.738 -9.032
O -10.955 -3.384 -8.607
H -9.081 -4.362 -10.290
H -9.922 -5.880 -10.648
H -10.623 -4.336 -11.147
H -10.218 -5.229 -8.243
H -11.764 -5.228 -9.094
H -11.470 -2.920 -9.274
*
```

Summary:
HOMO level   -11.15 eV

In elementary charge units, the Mulliken charges are: C -1.564; C 0.474; C -0.817; O -0.318; C -0.952; N 1.202; C -0.925; N -0.279; P 0.379; O -0.412; O -0.398; S -0.340; N 0.557; C -2.139; C 1.344; C -0.841; O -0.434; C -0.665; O -0.318; C -0.221; C -0.856; C 0.304; Cl -0.103; C 0.361; C -1.661; H 0.470; H 0.373; H 0.216; H 0.209; H 0.080; H 0.379; H 0.367; H 0.386; H 0.521; H 0.423; H 0.343; H 0.335; H 0.832; H 0.457; H -0.026; H -0.096; H 0.307; H 0.458; H 0.322; H 0.224; H 0.266; H 0.316; H 0.422; H 0.551; H 0.102; H 0.078; H 0.153; H -0.575; H 0.450; H 0.361; H 0.471; H 0.414; N -0.134; C -0.038; C -0.910; C 0.273; C -0.300; C -0.345; H 0.362; H 0.366; H 0.089; H 0.283; H 0.350; C 0.296; Cl -0.160; Cl -0.132; Cl -0.113; H 0.126; C 0.278; Br -0.017; Br -0.007; Br -0.012; H -0.242; C -1.025; C -0.158; O -0.539; H 0.256; H 0.330; H 0.322; H 0.258; H 0.295; H 0.278


No. 2
# C23H45Cl3MnN2O6PSi

A molecular structure, C23H45Cl3MnN2O6PSi (the ωB97M-V functional and the def2-TZVPD basis, the Open Molecules 2025 dataset).

The geometry in ORCA input format:
```
! RIJCOSX wB97M-V def2-TZVPD def2/J DEFGRID3
* xyz -1 6
C 2.246 -2.686 -6.284
C 2.091 -1.731 -7.445
H 1.376 -3.363 -6.184
H 2.301 -2.110 -5.351
H 3.163 -3.309 -6.353
C 2.006 -2.215 -8.715
C 2.212 -3.638 -9.092
H 1.854 -1.530 -9.542
H 1.610 -4.322 -8.480
H 3.265 -3.927 -8.946
H 1.934 -3.776 -10.142
Mn 1.725 -0.036 -4.067
Cl 1.287 1.431 1.351
Cl 3.763 0.778 -4.225
C 0.618 2.565 -3.173
O 0.302 1.332 -3.237
N -0.263 3.531 -2.900
C -1.709 3.309 -2.828
C 0.215 4.866 -2.555
H 1.647 2.881 -3.368
H -1.965 2.518 -2.107
H -2.142 3.050 -3.806
H -2.139 4.262 -2.504
H 1.078 4.774 -1.881
H -0.598 5.410 -2.067
H 0.534 5.425 -3.446
H 0.023 -3.986 -0.346
H -0.893 -3.626 -4.035
C -0.891 -3.463 -0.656
C -1.500 -3.557 -3.121
N -0.725 -2.970 -2.027
H -1.055 -2.623 0.028
C 0.206 -2.043 -2.263
O 0.473 -1.573 -3.410
H -2.400 -2.970 -3.341
H 0.748 -1.687 -1.358
H -1.739 -4.140 -0.616
H -1.818 -4.556 -2.816
O 1.577 0.022 -5.872
C 2.080 -0.221 -7.133
C 0.411 0.343 -9.147
C 1.414 0.687 -8.218
H -0.083 -0.637 -9.066
C 0.017 1.234 -10.156
H 3.127 0.091 -7.125
C 1.837 2.027 -8.197
H -0.698 0.869 -10.917
C 0.551 2.519 -10.202
C 1.464 2.917 -9.225
H 2.461 2.339 -7.354
H 0.296 3.164 -11.038
H 1.918 3.896 -9.270
Si -2.610 0.150 -6.647
Cl -1.813 -1.659 -7.246
C -3.491 0.719 -8.189
C -1.196 1.404 -6.257
C -2.923 -0.409 -4.851
H -3.111 1.746 -8.329
H -4.590 0.766 -8.199
H -3.174 0.163 -9.090
H -2.261 -1.267 -4.604
H -3.976 -0.649 -4.651
H -2.582 0.428 -4.243
H -0.542 1.653 -7.103
H -0.533 1.020 -5.488
H -1.621 2.346 -5.844
C 0.940 -1.336 3.397
O -0.047 -0.863 2.437
P -0.297 0.650 2.179
O -0.563 1.392 3.521
C -1.574 0.894 4.478
O -1.502 0.812 1.209
C -2.102 2.124 0.900
H 1.355 -2.261 2.983
H 0.455 -1.543 4.358
H 1.758 -0.610 3.543
H -2.419 0.413 3.963
H -1.101 0.188 5.171
H -1.928 1.775 5.019
H -2.824 1.933 0.094
H -2.619 2.519 1.792
H -1.328 2.835 0.563
*
```

Summary:
Relative energy (zero: lowest compared OMol25 entry of this formula, charge and spin)   150.76 kcal per mole
⟨S²⟩   8.757
HOMO level (spin up / spin down)   -0.23 / -0.23 eV

In elementary charge units, the Mulliken charges are: C -1.208; C 0.515; H 0.221; H 0.050; H 0.402; C -0.086; C -1.499; H 0.440; H 0.287; H 0.287; H 0.370; Mn 0.201; Cl 0.579; Cl -0.561; C -0.172; O -0.895; N 0.711; C -0.482; C -1.190; H 0.509; H 0.000; H 0.059; H 0.412; H 0.386; H 0.341; H 0.350; H 0.393; H 0.263; C -1.112; C -0.988; N 0.714; H 0.083; C -0.093; O -0.858; H 0.287; H 0.352; H 0.461; H 0.445; O 0.299; C -0.395; C 0.644; C -0.327; H 0.553; C -1.017; H 0.408; C -0.137; H 0.344; C -0.462; C -0.782; H 0.376; H 0.389; H 0.399; Si 0.661; Cl -0.321; C -1.126; C 0.099; C -0.426; H 0.316; H 0.386; H 0.275; H -0.334; H 0.519; H -0.018; H 0.131; H -0.679; H 0.442; C -1.826; O 0.724; P -3.027; O 1.648; C -1.406; O 1.285; C -1.772; H 0.436; H 0.424; H 0.314; H 0.346; H 0.263; H 0.409; H 0.333; H 0.489; H 0.167


No. 3
# C23H45F2N4O19S2

A molecular structure, C23H45F2N4O19S2 (the ωB97M-V functional and the def2-TZVPD basis, the Open Molecules 2025 dataset).

The geometry in ORCA input format:
```
! RIJCOSX wB97M-V def2-TZVPD def2/J DEFGRID3
* xyz -1 1
C 7.512 9.414 16.014
O 6.634 9.468 17.132
H 8.479 9.794 16.342
H 7.569 8.399 15.621
H 7.068 9.947 15.173
C 8.569 11.836 14.759
C 7.959 12.405 13.490
O 6.770 12.437 13.220
N 8.864 12.920 12.725
C 8.604 13.554 11.432
H 9.623 12.062 14.920
H 8.683 10.757 14.658
H 7.902 11.980 15.610
H 9.813 13.077 13.030
H 7.798 14.284 11.510
H 8.469 12.795 10.662
H 9.518 14.088 11.172
C 11.498 6.944 15.788
C 11.579 8.348 16.182
O 12.397 9.091 15.644
N 10.626 8.816 16.980
C 10.571 10.181 17.526
H 12.399 6.422 16.112
H 11.614 6.914 14.705
H 10.639 6.314 16.018
H 9.871 8.232 17.311
H 10.893 10.244 18.565
H 9.546 10.552 17.563
H 11.176 10.813 16.876
C 4.269 11.737 16.566
C 5.498 12.413 17.105
O 5.456 13.647 17.424
N 6.571 11.713 17.214
C 7.902 12.297 17.599
H 3.480 11.900 17.300
H 4.583 10.701 16.438
H 3.971 12.077 15.574
H 6.597 10.720 17.031
H 7.906 13.117 18.317
H 8.286 12.704 16.663
H 8.480 11.527 18.112
C 8.276 9.074 19.510
C 6.970 9.581 20.022
O 6.640 9.517 21.226
N 6.180 10.078 19.116
C 4.840 10.455 19.393
H 8.955 9.862 19.182
H 8.136 8.532 18.575
H 8.548 8.553 20.428
H 6.382 9.935 18.137
H 4.251 10.668 18.501
H 4.969 11.399 19.923
H 4.272 9.759 20.010
C 6.935 7.056 18.093
C 6.542 6.677 16.653
O 5.421 5.834 16.871
C 5.388 5.395 18.150
O 4.577 4.645 18.652
O 6.421 6.011 18.843
F 7.543 6.017 16.009
H 6.395 7.917 18.487
H 7.979 7.318 18.263
H 6.328 7.573 16.071
C 4.360 8.904 17.303
C 4.009 7.877 16.235
O 2.966 8.629 15.534
C 2.498 9.656 16.237
O 1.579 10.419 15.812
O 3.223 9.750 17.403
F 3.459 6.782 16.776
H 5.160 9.537 16.920
H 4.449 8.539 18.326
H 4.903 7.606 15.674
C 9.001 7.596 14.324
C 9.352 8.427 13.071
O 9.445 7.348 12.102
S 10.338 6.084 12.749
O 11.748 6.405 12.976
O 9.940 4.866 12.002
O 9.524 6.283 14.184
H 7.936 7.382 14.238
H 9.189 8.175 15.229
H 10.316 8.924 13.177
H 8.624 9.119 12.647
C 5.658 10.583 12.455
C 5.063 10.704 13.890
O 4.471 9.437 14.131
S 4.809 8.318 12.985
O 3.618 7.481 12.698
O 6.156 7.704 13.211
O 4.916 9.549 11.912
H 6.723 10.352 12.424
H 5.492 11.430 11.790
H 4.336 11.514 13.839
H 5.846 10.858 14.632
*
```

Summary:
Relative energy (zero: lowest compared OMol25 entry of this formula, charge and spin)   300.71 kcal per mole
HOMO level   -6.21 eV

In elementary charge units, the Mulliken charges are: C 0.312; O 0.328; H 0.063; H -0.829; H -0.093; C 0.545; C 0.460; O -0.703; N -0.186; C -1.025; H 0.797; H -0.437; H -1.029; H 0.350; H 0.290; H 0.286; H 0.400; C -0.772; C 0.971; O -0.747; N 0.078; C -2.401; H 0.452; H 0.130; H 0.239; H 0.144; H 0.272; H 0.511; H 0.389; C -0.303; C 0.231; O -0.862; N 0.503; C -1.213; H 0.579; H -1.061; H 0.636; H -0.309; H 0.429; H 0.491; H 1.212; C 0.308; C 0.688; O -0.857; N 0.673; C -2.041; H 0.044; H -1.928; H 0.429; H -0.507; H 1.168; H 0.359; H 0.347; C 2.197; C 2.230; O -0.470; C 0.424; O -0.584; O -0.579; F -0.565; H -0.810; H 0.562; H -2.080; C -0.274; C 0.322; O -0.407; C 0.631; O -0.683; O -0.459; F -0.548; H 0.896; H 1.375; H 0.287; C 1.239; C -0.012; O -0.529; S 1.065; O -0.625; O -0.587; O -0.619; H -0.026; H -0.205; H 0.465; H 0.023; C 0.019; C -0.253; O -0.269; S 0.915; O -0.613; O -0.561; O -0.563; H -0.103; H 0.351; H 0.596; H 0.016


Number 1: largest force on an atom 1.68 eV/Å. Number 2: largest force on an atom 3.05 eV/Å. Number 3: largest force on an atom 10.63 eV/Å.